Molecular formula: C31H49AuBClO2P
Method: DFT, ωB97M-V with the def2-TZVPD basis set

## Properties
LUMO level (spin up / spin down)	2.542 / 2.538	eV
F_max	0.077	hartree/bohr
<S²>	2.042
multiplicity	3
HOMO-LUMO gap (spin up / spin down)	4.5 / 5.1	eV
highest occupied orbital energy (spin up / spin down)	-0.0712 / -0.0926	hartree
net charge	-1

Each line ends with the Löwdin charge.
Atoms and positions in Å:
Au  -0.432  -0.490  1.050  0.7332
P  -0.212  0.452  -1.079  0.9800
Cl  -3.229  -1.495  0.619  0.5436
C  1.220  -2.061  0.880  -0.1654
H  1.995  -1.718  0.067  -0.0146
H  0.714  -3.017  0.541  -0.0228
C  -1.532  1.740  -1.086  -0.4495
C  -0.642  -0.932  -2.232  -0.4224
C  -1.513  2.768  -2.220  -0.2175
H  -2.442  1.128  -1.204  0.1083
C  -2.792  3.618  -2.169  -0.2031
H  -0.636  3.429  -2.126  0.0995
H  -1.455  2.286  -3.206  0.0918
C  -3.060  4.234  -0.789  -0.2122
H  -2.732  4.416  -2.917  0.1012
H  -3.652  2.997  -2.454  0.1126
C  -2.928  3.221  0.357  -0.1942
H  -2.377  5.076  -0.615  0.1071
H  -4.065  4.669  -0.778  0.0995
C  -1.607  2.436  0.272  -0.2369
H  -2.990  3.739  1.320  0.1051
H  -3.768  2.511  0.327  0.1166
H  -0.761  3.132  0.377  0.1084
H  -1.504  1.676  1.071  0.0552
C  1.405  1.161  -1.635  -0.4175
C  0.592  -1.787  -2.526  -0.2097
H  -1.356  -1.524  -1.632  0.0909
C  0.264  -2.967  -3.466  -0.1905
H  1.377  -1.180  -3.010  0.0985
H  1.014  -2.145  -1.575  0.0649
C  -0.499  -2.526  -4.719  -0.2135
H  1.209  -3.440  -3.760  0.1044
H  -0.311  -3.722  -2.908  0.1174
C  -1.722  -1.653  -4.400  -0.1996
H  0.181  -1.966  -5.379  0.1087
H  -0.815  -3.412  -5.280  0.1004
C  -1.358  -0.459  -3.498  -0.2133
H  -2.158  -1.281  -5.337  0.1031
H  -2.494  -2.264  -3.905  0.1164
H  -0.714  0.220  -4.085  0.0963
H  -2.279  0.094  -3.251  0.1061
C  1.823  2.379  -0.816  -0.2062
H  2.114  0.338  -1.432  0.1068
C  3.250  2.849  -1.177  -0.1932
H  1.120  3.205  -1.010  0.1005
H  1.800  2.167  0.260  0.0776
C  3.418  3.115  -2.676  -0.2122
H  3.471  3.766  -0.615  0.1065
H  3.982  2.090  -0.853  0.1136
C  2.898  1.950  -3.536  -0.1990
H  2.882  4.038  -2.943  0.1095
H  4.475  3.296  -2.909  0.1013
C  1.484  1.495  -3.138  -0.2097
H  2.891  2.256  -4.590  0.1030
H  3.596  1.100  -3.462  0.1138
H  0.771  2.304  -3.369  0.0999
H  1.209  0.634  -3.764  0.0820
C  1.560  0.347  2.282  -0.2438
C  2.537  -0.561  1.797  -0.2404
H  1.459  1.276  1.713  0.0496
C  3.148  -1.608  2.640  -0.2441
H  3.053  -0.330  0.846  0.0953
C  2.143  -1.961  3.747  -0.2023
H  3.472  -2.499  2.063  0.1070
H  4.071  -1.187  3.118  0.1161
C  1.855  -0.706  4.592  -0.1887
H  1.218  -2.271  3.238  0.0878
H  2.482  -2.795  4.390  0.1094
C  1.189  0.407  3.731  -0.2093
H  1.211  -0.952  5.456  0.1021
H  2.787  -0.273  4.998  0.0999
H  0.109  0.313  3.875  0.0860
H  1.442  1.416  4.096  0.1041
O  -2.242  -1.099  3.245  0.0038
B  -1.985  -1.751  1.940  -1.2631
O  -1.576  -3.125  2.204  0.0294
C  -1.680  -3.275  3.551  -0.2290
C  -1.662  -4.465  4.257  -0.0210
C  -2.092  -4.433  5.577  -0.1380
C  -2.400  -3.248  6.207  -0.1426
C  -2.376  -2.032  5.540  -0.0222
C  -2.059  -2.061  4.181  -0.2299
H  -1.333  -5.367  3.734  0.1147
H  -2.163  -5.377  6.121  0.0901
H  -2.697  -3.256  7.253  0.0883
H  -2.597  -1.069  6.004  0.1102

---

Molecular formula: C6H11N
Method: DFT, ωB97M-V with the def2-TZVPD basis set

## Properties
LUMO level	0.923	eV
relative energy (zero: lowest compared OMol25 entry of this formula, charge and spin)	0.065	eV
F_max	0.021	hartree/bohr
HOMO-LUMO gap	12.3	eV
highest occupied orbital energy	-0.4172	hartree
SMILES string	CCC[C@@H](C)C#N
net charge	0

Each line ends with the Löwdin charge.
Atoms and positions in Å:
C  -2.452  -0.167  -1.033  -0.1159
C  -1.397  0.108  0.034  -0.2751
C  0.028  -0.193  -0.434  -0.1967
C  1.068  -0.164  0.703  -0.3725
C  2.510  -0.191  0.184  -0.0683
C  0.871  1.014  1.566  -0.2134
N  0.712  1.940  2.241  0.1566
H  -3.452  0.083  -0.665  0.0709
H  -2.272  0.426  -1.937  0.0741
H  -2.457  -1.225  -1.323  0.0722
H  -1.451  1.159  0.345  0.1061
H  -1.619  -0.486  0.931  0.1155
H  0.074  -1.190  -0.892  0.1219
H  0.324  0.523  -1.212  0.1253
H  0.900  -1.041  1.341  0.1463
H  2.666  -1.073  -0.445  0.0823
H  2.718  0.701  -0.415  0.0872
H  3.227  -0.223  1.010  0.0835

---

Molecular formula: C35H31FN6O13
Method: DFT, ωB97M-V with the def2-TZVPD basis set

## Properties
LUMO level	-1.086	eV
F_max	0.090	hartree/bohr
HOMO-LUMO gap	8.8	eV
highest occupied orbital energy	-0.3622	hartree
SMILES string	O=[N+]([O-])c1ccccc1.O=[N+]([O-])c1ccccc1.O=[N+]([O-])c1ccccc1.O=[N+]([O-])c1ccccc1.O=[N+]([O-])c1ccccc1.O=C1OC[C@@H](F)O1.CC#N
net charge	0

Each line ends with the Löwdin charge.
Atoms and positions in Å:
C  -0.400  -1.678  -2.943  -0.0439
C  0.846  -1.676  -2.203  -0.2509
N  1.817  -1.747  -1.601  0.1917
H  -1.015  -0.876  -2.690  0.0382
H  -0.878  -2.647  -3.039  0.0875
H  -0.079  -1.426  -4.013  0.1153
C  -3.825  2.087  0.751  0.0054
C  -4.253  1.120  -0.366  -0.3152
O  -3.084  0.389  -0.593  0.1044
C  -2.284  0.460  0.502  -0.6667
O  -1.348  -0.242  0.546  0.1760
O  -2.674  1.394  1.295  0.0927
F  -4.625  1.791  -1.488  0.0615
H  -4.534  2.199  1.585  0.1495
H  -3.453  3.085  0.446  0.1053
H  -5.116  0.593  -0.071  0.1301
C  -2.629  2.383  -4.189  -0.0639
C  -3.742  3.238  -4.302  -0.0462
C  -3.503  4.602  -4.414  -0.0070
C  -2.220  5.023  -4.308  -0.1631
C  -1.074  4.218  -4.233  0.0086
C  -1.300  2.859  -4.104  -0.0912
N  -2.059  6.442  -4.548  -0.3735
O  -0.974  6.817  -4.865  0.0997
O  -3.043  7.159  -4.458  0.0685
H  -2.680  1.299  -3.992  0.1056
H  -4.757  2.905  -4.303  0.1021
H  -4.339  5.282  -4.481  0.1273
H  -0.039  4.588  -4.173  0.1328
H  -0.505  2.100  -4.050  0.1039
C  3.972  -0.697  0.882  -0.1068
C  4.819  -1.053  -0.119  -0.0800
C  6.215  -0.976  0.014  0.0060
C  6.746  -0.466  1.192  -0.1387
C  5.889  -0.148  2.292  0.0099
C  4.506  -0.181  2.069  -0.0761
N  8.198  -0.253  1.271  -0.3840
O  8.850  -0.649  0.363  0.0954
O  8.610  0.332  2.252  0.0753
H  2.916  -0.827  0.754  0.0763
H  4.375  -1.336  -1.074  0.0882
H  6.838  -1.129  -0.857  0.1169
H  6.251  0.202  3.326  0.1464
H  3.898  0.168  2.908  0.1047
C  -2.057  -4.822  2.892  -0.0540
C  -2.734  -3.734  3.580  -0.0365
C  -3.395  -2.817  2.861  -0.0408
C  -3.494  -2.962  1.532  -0.1895
C  -3.064  -4.091  0.898  0.0152
C  -2.341  -5.070  1.592  -0.0735
N  -4.188  -1.936  0.828  -0.3179
O  -4.518  -0.943  1.423  0.0824
O  -4.392  -2.142  -0.359  0.1026
H  -1.409  -5.491  3.397  0.0984
H  -2.619  -3.672  4.691  0.1283
H  -3.843  -1.964  3.457  0.1594
H  -3.134  -4.228  -0.144  0.1091
H  -1.882  -5.950  1.139  0.1195
C  1.380  1.747  -0.152  -0.0693
C  0.246  2.050  -0.946  -0.0419
C  -0.612  3.009  -0.463  -0.0323
C  -0.412  3.628  0.760  -0.1054
C  0.741  3.319  1.503  0.0229
C  1.640  2.435  0.951  -0.0848
N  -1.381  4.663  1.269  -0.3333
O  -2.456  4.768  0.757  0.0687
O  -0.994  5.401  2.155  0.0886
H  2.096  0.994  -0.496  0.0961
H  -0.033  1.484  -1.831  0.0922
H  -1.505  3.218  -1.014  0.1107
H  0.838  3.924  2.352  0.1031
H  2.595  2.377  1.548  0.1342
C  2.097  -4.625  0.264  -0.0560
C  3.134  -4.581  1.238  -0.0416
C  2.959  -3.738  2.384  -0.0053
C  1.812  -2.956  2.443  -0.1371
C  0.770  -2.993  1.550  -0.0336
C  0.901  -3.887  0.503  -0.0956
N  1.731  -1.940  3.613  -0.3699
O  0.751  -1.225  3.593  0.0634
O  2.529  -1.936  4.472  0.0952
H  2.104  -5.231  -0.609  0.0886
H  4.113  -5.017  0.928  0.1159
H  3.745  -3.559  3.093  0.1098
H  -0.116  -2.377  1.580  0.1050
H  0.083  -3.860  -0.198  0.0911